# 1
13
Properties=species:S:1:pos:R:3:nbo_charge:R:1 method="wB97M-V/def2-TZVPD" e_tot_ev=-7796.227 gap_ev=10.29 lumo_ha=0.025
C 1.833 0.394 -0.407 -0.648
C 0.438 0.164 0.207 -0.098
N -1.235 0.884 0.365 -0.554
C -1.705 -0.522 0.304 -0.344
C -0.501 -0.634 -0.598 0.530
O -0.502 -0.770 -1.797 -0.549
H 2.435 1.159 0.088 0.222
H 1.813 0.562 -1.486 0.241
H 2.398 -0.554 -0.271 0.237
H 0.531 -0.071 1.263 0.197
H -1.236 1.211 1.328 0.354
H -2.619 -0.744 -0.247 0.224
H -1.650 -1.080 1.251 0.189

=====

# 2
83
Properties=species:S:1:pos:R:3:lowdin_spin:R:1 method="wB97M-V/def2-TZVPD" total_charge=+3 e_tot_ev=-135874.346 gap_ev="5.99 / 5.33" multiplicity=6 lumo_ha="-0.321 / -0.416"
Ir -0.530 -0.217 0.848 1.099
Br -2.058 -6.280 -3.073 0.192
C -2.065 -4.747 -2.096 0.228
C -3.263 -4.192 -1.643 0.070
C -3.202 -3.038 -0.909 0.127
C -1.971 -2.378 -0.606 0.160
O -2.069 -1.289 0.072 0.254
C -0.720 -2.951 -1.076 0.089
C 0.592 -2.436 -0.853 0.463
N 0.866 -1.202 -0.251 0.282
C 2.074 -0.693 -0.205 0.207
C 3.224 -1.144 -0.966 0.201
C 4.434 -0.544 -0.779 0.043
C 4.607 0.505 0.147 0.361
C 3.496 1.004 0.912 0.035
C 3.603 2.038 1.848 0.063
C 2.475 2.438 2.537 0.016
C 1.259 1.814 2.288 0.056
N 1.146 0.819 1.400 0.031
C 2.245 0.423 0.725 0.061
C -0.806 -4.126 -1.798 0.225
H -4.207 -4.670 -1.864 0.000
H -4.104 -2.580 -0.523 0.003
H 1.434 -3.070 -1.086 0.022
H 3.112 -1.939 -1.687 0.010
H 5.288 -0.881 -1.352 -0.003
H 5.585 0.941 0.299 0.015
H 4.559 2.515 2.024 0.002
H 2.519 3.236 3.265 -0.001
H 0.347 2.121 2.779 0.003
H 0.096 -4.599 -2.165 0.004
C -2.406 -2.234 2.997 0.026
P -0.930 -1.198 3.041 0.170
C -1.307 0.102 4.236 0.030
C 0.419 -2.181 3.677 0.024
C 0.572 -3.492 3.217 0.015
C 1.571 -4.295 3.740 -0.001
C 2.427 -3.792 4.713 0.018
C 2.291 -2.485 5.158 0.000
C 1.293 -1.673 4.640 0.014
H -2.294 -3.052 2.287 0.001
H -3.261 -1.626 2.702 0.000
H -2.571 -2.648 3.993 0.006
H -1.555 -0.356 5.195 0.007
H -2.164 0.675 3.880 0.000
H -0.464 0.775 4.375 0.001
H -0.096 -3.897 2.464 0.001
H 1.676 -5.317 3.401 0.000
H 3.199 -4.426 5.129 0.001
H 2.952 -2.102 5.924 0.000
H 1.193 -0.660 5.008 0.001
C 1.980 3.113 -2.282 0.000
C 1.682 4.184 -1.235 0.000
C 0.521 5.109 -1.608 0.000
C -0.779 4.381 -1.920 0.003
N -1.140 3.547 -0.753 0.018
C -1.858 2.446 -0.640 0.054
S -1.866 1.732 0.990 0.257
N -2.586 1.867 -1.576 0.022
C -2.891 2.299 -2.958 0.001
C -1.957 1.733 -4.024 0.001
C -2.225 0.289 -4.432 0.001
C -2.077 -0.732 -3.307 0.004
H 2.900 2.577 -2.045 0.000
H 2.109 3.552 -3.273 0.000
H 1.177 2.371 -2.349 0.000
H 2.566 4.804 -1.081 0.000
H 1.484 3.703 -0.269 0.000
H 0.781 5.688 -2.496 0.000
H 0.349 5.837 -0.811 0.000
H -0.649 3.734 -2.781 0.000
H -1.578 5.091 -2.130 0.001
H -0.774 3.873 0.130 0.000
H -2.998 0.995 -1.278 0.003
H -2.896 3.384 -2.973 0.000
H -3.918 1.985 -3.142 0.000
H -0.919 1.835 -3.690 0.000
H -2.064 2.367 -4.907 0.000
H -1.537 0.034 -5.239 0.000
H -3.228 0.219 -4.860 0.000
H -1.180 -0.537 -2.707 0.002
H -1.995 -1.741 -3.714 0.001
H -2.943 -0.736 -2.636 0.001

=====

# 3
14
Properties=species:S:1:pos:R:3:nbo_charge:R:1 method="wB97M-V/def2-TZVPD" e_tot_ev=-7361.437 gap_ev=10.46 smiles="C[C@H]1CCC1=O" lumo_ha=0.039
C -1.417 -0.661 0.600 -0.597
C 0.054 -0.265 0.715 -0.332
C 0.905 -0.607 -0.542 -0.399
C 0.818 0.867 -1.019 -0.534
C 0.250 1.213 0.359 0.620
O 0.048 2.241 0.945 -0.515
H -1.991 -0.290 1.454 0.224
H -1.860 -0.236 -0.309 0.205
H -1.521 -1.748 0.545 0.214
H 0.472 -0.570 1.681 0.225
H 1.927 -0.913 -0.297 0.213
H 0.462 -1.351 -1.211 0.208
H 1.741 1.377 -1.308 0.235
H 0.072 1.025 -1.807 0.234

=====

# 4
110
Properties=species:S:1:pos:R:3:mulliken_charge:R:1 method="wB97M-V/def2-TZVPD" total_charge=+1 e_tot_ev=-123557.463 gap_ev=5.73 lumo_ha=-0.143
C -5.850 -0.564 -2.376 -0.721
C -5.541 0.984 -2.845 -0.482
C -4.491 1.122 -4.098 -0.771
C -3.089 0.268 -3.893 -0.488
C -2.257 0.730 -2.519 -0.570
C -1.267 -0.519 -2.013 0.087
N -0.459 -0.915 -3.235 -0.366
C 0.728 -1.792 -2.886 -0.151
N 1.184 -2.753 -3.780 0.038
C 2.351 -3.709 -3.478 -0.441
C 1.987 -4.786 -2.265 -0.542
C 0.410 -5.279 -2.310 -0.389
S -0.193 -5.798 -4.007 -0.228
N 1.465 -1.659 -1.550 -0.178
C 1.218 -0.235 -1.099 -0.051
N 2.168 0.194 0.017 -0.594
C -0.367 -0.112 -0.699 -0.560
Br -0.882 -1.108 0.976 -0.079
H -6.097 -0.533 -1.223 0.158
H -6.821 -0.946 -2.937 0.315
H -4.993 -1.325 -2.619 0.191
H -5.126 1.630 -1.938 0.265
H -6.582 1.453 -3.194 0.344
H -5.048 0.718 -5.073 0.312
H -4.220 2.252 -4.351 0.289
H -2.432 0.504 -4.859 0.309
H -3.267 -0.912 -3.896 0.273
H -1.520 1.612 -2.781 0.353
H -3.002 0.963 -1.648 0.190
H -2.022 -1.362 -1.646 0.378
H -0.179 -0.079 -3.810 0.396
H 0.697 -2.905 -4.710 0.373
H 3.297 -3.042 -3.232 0.127
H 2.653 -4.338 -4.440 0.407
H 2.756 -5.685 -2.217 0.390
H 2.109 -4.209 -1.228 0.194
H -0.313 -4.455 -1.846 0.138
H 0.335 -6.220 -1.597 0.390
H -1.190 -4.822 -4.325 0.131
H 1.058 -2.334 -0.862 0.325
H 1.493 0.457 -2.031 0.346
H 2.944 0.726 -0.479 0.318
H 1.640 0.960 0.522 0.179
H -0.559 1.040 -0.454 0.360
C -2.626 -3.421 4.716 -1.223
C -4.110 -3.761 4.818 -0.377
N -4.981 -2.583 4.809 0.101
C -6.358 -2.875 5.227 -0.694
C -7.177 -3.816 4.351 -0.941
C -4.856 -1.689 3.658 -0.595
C -5.060 -2.286 2.270 -0.757
H -2.332 -2.700 5.484 0.315
H -2.027 -4.326 4.859 0.449
H -2.369 -3.010 3.735 0.097
H -4.247 -4.295 5.767 0.475
H -4.372 -4.467 4.022 0.269
H -6.909 -1.933 5.345 0.340
H -6.320 -3.302 6.237 0.409
H -7.485 -3.338 3.419 0.212
H -8.094 -4.103 4.878 0.395
H -6.639 -4.738 4.113 0.269
H -3.856 -1.236 3.686 0.177
H -5.537 -0.837 3.778 0.345
H -4.502 -3.215 2.126 0.209
H -4.706 -1.577 1.512 0.274
H -6.113 -2.476 2.059 0.261
C -0.532 1.485 3.714 -1.108
C 0.248 2.573 4.447 -0.498
N 1.042 3.423 3.557 0.196
C 2.028 4.246 4.266 -0.673
C 1.503 5.298 5.237 -0.983
C 0.313 4.106 2.488 -0.157
C -0.851 5.007 2.886 -1.130
H 0.127 0.889 3.074 0.147
H -0.996 0.808 4.439 0.434
H -1.333 1.903 3.097 0.274
H 0.924 2.061 5.144 0.443
H -0.445 3.160 5.059 0.297
H 2.685 4.736 3.535 0.335
H 2.691 3.572 4.825 0.415
H 1.063 6.149 4.714 0.219
H 2.332 5.689 5.837 0.407
H 0.764 4.890 5.932 0.271
H -0.071 3.344 1.797 -0.281
H 1.015 4.688 1.878 0.483
H -1.528 4.528 3.599 0.244
H -1.442 5.254 1.997 0.422
H -0.509 5.951 3.311 0.260
C 5.119 -0.103 -3.280 -1.146
C 5.929 1.054 -3.858 -0.531
N 6.089 2.176 -2.930 0.145
C 6.576 3.400 -3.576 -0.675
C 7.970 3.366 -4.193 -0.966
C 6.699 1.870 -1.636 -0.425
C 8.078 1.218 -1.638 -1.050
H 4.153 0.242 -2.899 0.134
H 4.925 -0.847 -4.059 0.444
H 5.653 -0.610 -2.470 0.325
H 5.389 1.404 -4.747 0.465
H 6.896 0.675 -4.209 0.294
H 6.525 4.233 -2.863 0.346
H 5.864 3.670 -4.368 0.391
H 8.751 3.373 -3.430 0.218
H 8.120 4.261 -4.808 0.401
H 8.117 2.498 -4.841 0.271
H 6.016 1.210 -1.085 0.031
H 6.741 2.780 -1.025 0.434
H 8.142 0.373 -2.329 0.233
H 8.301 0.833 -0.637 0.412
H 8.865 1.931 -1.886 0.255

=====

# 5
15
Properties=species:S:1:pos:R:3:nbo_charge:R:1 method="wB97M-V/def2-TZVPD" total_charge=-1 e_tot_ev=-10874.418 gap_ev=8.70 lumo_ha=0.155
O 1.069 0.735 1.375 -0.823
C 0.768 1.886 0.830 0.629
O 0.153 2.072 -0.269 -0.768
H 1.075 2.828 1.363 0.031
C -1.787 -0.796 0.393 -0.444
N -1.230 -1.425 -0.823 -0.660
C 0.119 -0.955 -1.215 0.066
O 1.106 -1.360 -0.240 -0.786
H -0.965 -0.927 1.133 0.226
H -2.663 -1.365 0.702 0.171
H -1.914 0.287 0.354 0.188
H -1.849 -1.327 -1.630 0.332
H 0.292 -1.454 -2.230 0.129
H 0.177 0.179 -1.290 0.197
H 1.233 -0.623 0.380 0.511

=====

# 6
30
Properties=species:S:1:pos:R:3:nbo_charge:R:1 method="wB97M-V/def2-TZVPD" e_tot_ev=-25262.433 gap_ev=9.55 smiles="NC(=O)C[C@H](N)C(=O)N[C@@H](CC(=O)O)C(=O)O" lumo_ha=0.000
N 2.027 -0.828 2.068 -0.832
C 1.760 -0.120 0.917 0.688
O 1.881 -0.647 -0.163 -0.644
C 1.378 1.327 1.206 -0.486
C 0.541 2.085 -0.011 -0.137
N 0.957 3.509 0.131 -0.840
C -0.983 1.964 -0.160 0.652
O -1.644 2.920 0.121 -0.608
N -1.609 0.953 -0.813 -0.598
C -1.057 -0.357 -1.043 -0.182
C -1.151 -1.330 0.150 -0.535
C -0.389 -2.653 0.294 0.812
O -0.446 -3.252 1.344 -0.570
O 0.286 -2.970 -0.758 -0.711
C -1.758 -0.987 -2.220 0.789
O -2.738 -0.502 -2.670 -0.555
O -1.275 -2.201 -2.652 -0.704
H 2.258 -1.802 1.904 0.398
H 1.689 -0.572 2.980 0.402
H 2.201 1.886 1.446 0.256
H 0.741 1.192 2.099 0.208
H 0.950 1.810 -0.959 0.219
H 0.313 4.019 0.688 0.381
H 1.194 3.966 -0.712 0.371
H -2.637 1.101 -0.772 0.429
H -0.061 -0.180 -1.321 0.254
H -0.850 -0.672 1.043 0.246
H -2.127 -1.640 0.376 0.249
H 1.230 -3.403 -0.573 0.550
H -0.682 -2.614 -1.940 0.496

=====

# 7
59
Properties=species:S:1:pos:R:3:nbo_charge:R:1 method="wB97M-V/def2-TZVPD" total_charge=-1 e_tot_ev=-100394.491 gap_ev="2.48 / 10.22" multiplicity=2 lumo_ha="0.101 / 0.097"
O 18.065 18.072 -17.910 -0.798
H 17.787 18.026 -16.992 0.538
H 18.789 17.466 -18.082 0.543
H 18.333 18.957 -18.166 0.553
As 15.286 21.135 -18.379 2.807
F 14.123 21.967 -19.520 -0.625
F 16.624 21.515 -19.483 -0.628
F 16.372 20.382 -17.211 -0.642
F 13.909 20.652 -17.362 -0.626
F 15.126 19.575 -19.214 -0.626
F 15.447 22.692 -17.544 -0.615
C 17.961 19.400 -21.290 -0.647
C 19.174 20.202 -20.718 0.103
C 19.223 21.671 -21.253 -0.648
O 18.806 20.223 -19.410 -0.777
H 17.966 19.593 -22.363 0.187
H 16.971 19.708 -20.954 0.237
H 18.013 18.332 -21.075 0.213
H 20.158 19.756 -20.864 0.175
H 20.016 21.837 -21.982 0.199
H 19.441 22.354 -20.432 0.219
H 18.304 21.998 -21.741 0.215
H 17.964 20.682 -19.364 0.503
C 16.188 16.591 -13.964 -0.664
C 16.278 16.924 -15.438 0.005
C 15.030 17.479 -16.041 -0.647
O 17.223 17.999 -15.475 -0.742
H 17.180 16.326 -13.598 0.215
H 15.516 15.776 -13.695 0.208
H 15.804 17.438 -13.394 0.194
H 16.755 16.133 -16.018 0.185
H 14.726 18.449 -15.648 0.218
H 14.258 16.722 -15.909 0.208
H 15.180 17.674 -17.103 0.240
H 16.719 18.698 -15.052 0.483
C 21.831 20.084 -17.224 -0.638
C 21.348 19.447 -15.930 0.066
C 21.037 20.462 -14.843 -0.647
O 20.294 18.512 -16.148 -0.770
H 22.230 19.371 -17.945 0.211
H 22.561 20.864 -17.005 0.208
H 21.145 20.734 -17.767 0.225
H 22.188 18.831 -15.606 0.152
H 21.781 21.259 -14.820 0.206
H 20.956 20.042 -13.841 0.205
H 20.060 20.933 -14.946 0.218
H 20.104 18.051 -15.328 0.470
C 21.587 15.284 -17.661 -0.877
C 20.980 16.306 -18.559 -0.016
C 21.422 16.144 -20.086 -0.696
O 19.575 16.157 -18.566 -0.909
H 22.661 15.437 -17.557 0.196
H 21.357 14.282 -18.024 0.195
H 21.211 15.210 -16.640 0.212
H 21.219 17.312 -18.213 0.187
H 21.523 15.078 -20.295 0.205
H 22.432 16.552 -20.126 0.194
H 20.784 16.635 -20.821 0.216
H 19.449 15.306 -18.992 0.426

=====

# 8
30
Properties=species:S:1:pos:R:3:nbo_charge:R:1 method="wB97M-V/def2-TZVPD" total_charge=-1 e_tot_ev=-49079.651 gap_ev="7.14 / 4.49" multiplicity=2 lumo_ha="0.094 / 0.006"
Ag 0.299 0.047 0.094 0.818
I -1.668 -1.721 -1.042 -0.477
I -0.126 0.992 2.733 -0.777
I 2.483 0.266 -1.760 -0.572
C 1.059 -6.527 0.759 -0.626
C 0.875 -5.298 1.703 0.067
C 2.021 -4.944 2.619 -0.101
O 2.011 -3.537 2.620 -0.484
C 1.456 -3.179 1.406 0.975
O 1.376 -2.063 0.979 -0.575
O 0.894 -4.206 0.831 -0.467
H 0.283 -6.729 0.021 0.232
H 0.957 -7.346 1.470 0.194
H 2.002 -6.784 0.277 0.219
H -0.127 -5.370 2.125 0.194
H 3.004 -5.320 2.335 0.185
H 1.738 -5.317 3.603 0.191
C -1.491 6.191 -2.945 -0.634
C -0.936 5.504 -1.678 0.067
C -2.035 5.287 -0.566 -0.081
O -1.961 4.021 -0.178 -0.459
C -1.069 3.350 -0.922 0.985
O -0.718 2.144 -0.751 -0.590
O -0.646 4.166 -1.960 -0.494
H -0.711 6.272 -3.702 0.226
H -1.768 7.241 -2.853 0.215
H -2.364 5.617 -3.255 0.221
H 0.033 5.803 -1.280 0.192
H -3.015 5.519 -0.983 0.168
H -1.854 5.923 0.301 0.187